C27H22BBrN8O2PdS2 | ωB97M-V/def2-TZVPD

CARTESIAN COORDINATES (ANGSTROEM)
1 N -0.165 -0.711 -1.990
2 C -0.756 -3.168 0.922
3 C 0.152 3.036 -2.557
4 H -2.286 0.648 -0.785
5 H -0.243 -0.689 6.232
6 C -0.990 3.699 -2.972
7 H -2.207 1.679 3.754
8 C 0.907 -1.490 3.781
9 C 0.621 -1.250 -2.890
10 C -2.310 0.561 -1.860
11 H -2.337 2.996 2.232
12 H -0.274 3.194 0.785
13 H 4.723 -3.772 -0.727
14 N 1.526 -0.886 1.736
15 N 2.736 1.144 1.908
16 Br 1.390 2.435 -3.865
17 O 2.668 2.801 -0.478
18 C 2.003 0.163 2.412
19 H -4.187 1.401 -4.561
20 H -1.171 3.850 -4.027
21 C -2.353 0.325 -4.682
22 N -2.909 -3.951 3.389
23 N -0.400 -2.474 0.028
24 C -3.363 0.975 -4.005
25 H -0.160 -3.170 4.410
26 H 2.878 1.228 0.907
27 B -1.634 2.213 2.833
28 H 2.587 -2.682 -4.272
29 H 2.918 1.963 2.462
30 C -2.059 -3.950 2.607
31 O 1.682 0.846 -0.622
32 H -2.311 4.356 0.081
33 C 0.310 -2.307 4.877
34 S 1.654 0.061 4.096
35 C 3.017 -2.520 -0.409
36 H -2.371 0.229 -5.759
37 C 1.996 -1.849 -1.040
38 C 1.679 2.148 -0.742
39 H -0.590 2.730 3.190
40 C 2.716 -2.631 -3.198
41 C -0.479 3.320 -0.271
42 N -0.851 0.324 1.028
43 S 0.066 -1.101 -4.496
44 H -1.186 -2.167 6.423
45 C -3.339 1.088 -2.610
46 H -4.146 1.604 -2.106
47 C -0.710 -1.515 5.693
48 C 3.910 -3.238 -1.202
49 H 3.125 -2.498 0.665
50 C 0.418 2.825 -1.213
51 C 3.770 -3.287 -2.582
52 C 1.820 -1.911 -2.417
53 H -2.773 4.696 -2.341
54 C -1.211 1.095 1.810
55 H 1.113 -2.681 5.518
56 N 0.925 -1.822 2.548
57 H 4.476 -3.849 -3.177
58 C -1.625 3.986 -0.670
59 C -1.280 -0.086 -2.539
60 H -1.487 -1.105 5.048
61 C -1.881 4.173 -2.020
62 C -1.311 -0.208 -3.931
63 Pd 0.606 -0.773 -0.122
64 N -1.040 -4.050 1.760

Results
Highest occupied orbital energy in eV: -9.14
HOMO-LUMO gap in eV: 7.157
Energy relative to the best compared isomer or geometry (same formula, charge and spin) in kJ/mol: 0.0
DFT total energy in eV: -140239.474